The following is a quantum chemistry calculation of a molecular structure, C12H32N2O10P2 in a non-equilibrium geometry, from the Open Molecules 2025 dataset.

Cartesian coordinates (Å):
1 C 21.604 21.775 -10.808
2 C 21.544 21.107 -12.122
3 O 21.175 21.695 -13.140
4 N 21.998 19.836 -12.148
5 C 21.996 18.955 -13.364
6 H 22.612 22.014 -10.468
7 H 21.275 21.059 -10.055
8 H 21.013 22.690 -10.846
9 H 22.487 19.425 -11.367
10 H 21.215 18.207 -13.233
11 H 22.975 18.513 -13.547
12 H 21.811 19.590 -14.231
13 C 18.218 17.030 -16.565
14 C 19.621 17.260 -16.234
15 O 19.991 18.389 -15.887
16 N 20.494 16.245 -16.160
17 C 21.900 16.341 -15.890
18 H 17.835 16.054 -16.266
19 H 18.038 17.301 -17.605
20 H 17.643 17.809 -16.063
21 H 20.233 15.285 -16.332
22 H 22.495 15.870 -16.672
23 H 22.119 15.999 -14.878
24 H 22.228 17.380 -15.874
25 C 27.775 16.495 -17.301
26 O 28.106 15.139 -17.363
27 P 27.541 14.176 -18.580
28 O 27.141 14.809 -19.858
29 O 28.858 13.227 -18.825
30 C 29.723 13.393 -19.924
31 O 26.407 13.154 -17.899
32 C 25.084 13.581 -17.729
33 H 28.587 17.116 -17.677
34 H 27.360 16.667 -16.308
35 H 26.954 16.735 -17.977
36 H 29.913 14.428 -20.209
37 H 29.306 12.732 -20.684
38 H 30.658 12.907 -19.646
39 H 24.756 14.119 -18.618
40 H 24.841 14.161 -16.839
41 H 24.492 12.682 -17.554
42 C 23.795 18.544 -19.520
43 O 22.964 17.553 -19.173
44 P 21.798 17.146 -20.265
45 O 20.890 15.958 -19.903
46 O 22.557 17.006 -21.740
47 C 23.587 16.009 -21.843
48 O 21.095 18.560 -20.456
49 C 20.425 18.976 -19.358
50 H 23.757 19.301 -18.736
51 H 23.634 19.089 -20.450
52 H 24.811 18.152 -19.476
53 H 24.484 16.460 -22.266
54 H 23.382 14.982 -22.145
55 H 24.033 15.863 -20.860
56 H 19.502 18.397 -19.355
57 H 20.235 20.014 -19.628
58 H 20.852 18.947 -18.355

Cartesian forces, eV/Å:
C 0.0 0.1 1.2
C 0.5 0.6 -2.0
O 0.0 -0.5 0.8
N 0.6 -1.9 -0.9
C -0.1 1.4 0.6
H 0.2 0.1 -0.5
H -0.5 0.3 0.2
H 0.0 -0.2 0.2
H -0.4 0.4 0.2
H 0.1 0.0 -0.4
H 0.0 -0.2 0.4
H -0.4 -0.1 0.1
C -1.4 0.3 -0.3
C 1.5 1.7 1.7
O -0.1 -0.2 -0.7
N 0.2 -1.8 -0.5
C 0.5 1.3 0.4
H 0.0 0.0 -0.4
H 0.1 -0.7 -0.3
H 0.1 -0.2 0.4
H -0.6 0.4 -0.3
H -0.1 -0.4 0.2
H 0.2 -0.5 -0.1
H -0.3 0.1 -0.2
C -1.3 0.8 -0.6
O -0.6 -2.4 -1.6
P 1.3 -1.2 0.0
O -0.3 0.2 1.3
O -2.5 0.9 2.3
C 0.2 -1.0 -0.4
O 3.2 1.3 -0.6
C -1.3 -0.1 -0.1
H 0.2 0.0 0.8
H 0.7 0.5 0.1
H -0.2 -0.1 -0.2
H -0.3 -0.1 -0.1
H 0.1 0.7 -0.7
H 0.1 0.3 0.2
H -0.3 -0.1 0.0
H 0.8 0.5 0.1
H 0.0 -0.1 -0.5
C 2.9 2.8 0.4
O -3.6 -3.7 -0.8
P -0.6 -2.7 -0.8
O 2.8 3.4 -0.5
O -1.0 -0.1 1.7
C 1.6 0.4 1.9
O 2.9 -2.3 -2.4
C -3.0 1.9 1.3
H 0.0 0.2 0.1
H -0.3 -0.5 -0.2
H 0.2 0.1 -0.4
H -0.5 -0.1 -1.1
H -0.8 0.5 -0.7
H -0.3 -0.2 0.6
H -0.4 0.3 0.5
H -0.6 0.1 0.7
H 0.7 -0.3 -0.2

Summary:
Energy above the lowest of the compared OMol25 structures with the same formula, charge and spin (eV): 0.000
Orbital gap (Eh): 0.358
E_LUMO (Ha): 0.01396
E_tot (eV): -54998.858